1.
Entry from OMol25: a cluster of 7 separate species, C34H58F24O18P3 in total (ωB97M-V/def2-TZVPD).

The geometry in ORCA input format:
```
! RIJCOSX wB97M-V def2-TZVPD def2/J DEFGRID3
* xyz -1 1
O -6.5855 4.9947 -12.0098
C -7.2461 3.9073 -12.4268
O -7.7841 3.8302 -13.5376
O -7.4439 2.9713 -11.6469
H -6.3515 4.6023 -11.1655
C -5.4950 -1.1864 -9.9310
C -6.4265 0.0217 -9.6073
O -7.5689 -0.4475 -8.9342
P -8.7908 -1.1202 -9.7863
O -9.3574 -0.2595 -10.8625
O -8.2476 -2.5752 -10.3482
C -9.0586 -3.4263 -11.1927
C -8.2536 -4.6069 -11.7885
O -9.8596 -1.5641 -8.6020
C -10.6548 -0.6570 -7.9798
C -11.9724 -0.5115 -8.6759
H -5.8893 -1.8696 -10.6833
H -4.5504 -0.8775 -10.3786
H -5.3631 -1.8330 -9.0635
H -5.8506 0.6766 -8.9534
H -6.6457 0.5582 -10.5305
H -9.8738 -3.9422 -10.6854
H -9.5113 -2.7388 -11.9071
H -7.8688 -5.2129 -10.9683
H -8.9162 -5.3074 -12.2968
H -7.3882 -4.4061 -12.4199
H -10.8114 -1.0414 -6.9719
H -10.1929 0.3302 -7.9630
H -12.3655 -1.5017 -8.9063
H -12.7022 0.0787 -8.1218
H -11.8535 -0.0769 -9.6684
C -6.4963 -0.9859 -17.5946
C -5.2909 -0.0320 -17.8648
O -4.8212 0.5000 -16.6147
P -5.5828 1.7482 -15.9120
O -6.9395 1.4763 -15.3201
O -5.5929 2.8708 -17.0786
C -6.5720 3.9194 -17.1533
C -7.6729 3.4405 -18.1645
O -4.5063 2.3443 -14.8050
C -3.7248 1.4406 -13.9897
C -4.1742 1.5778 -12.4763
H -6.3190 -1.6544 -16.7521
H -7.3426 -0.3403 -17.3595
H -6.7636 -1.4845 -18.5262
H -4.3862 -0.5252 -18.2205
H -5.5406 0.7470 -18.5851
H -6.9866 4.0914 -16.1600
H -5.9896 4.7438 -17.5648
H -7.2078 2.8772 -18.9735
H -8.3933 2.8393 -17.6099
H -8.1329 4.3209 -18.6133
H -3.9570 0.4182 -14.2879
H -2.6498 1.5480 -14.1342
H -3.9614 2.5248 -11.9804
H -5.2626 1.5611 -12.4196
H -3.7633 0.8209 -11.8082
C -10.5663 7.4062 -11.7975
C -10.3348 5.8870 -11.7892
O -11.6197 5.3880 -11.5668
P -11.8158 3.7976 -11.2154
O -10.9100 2.9010 -11.9411
O -13.4190 3.4893 -11.3813
C -13.9487 2.1649 -11.6431
C -14.8827 1.7919 -10.4413
O -11.5229 3.7768 -9.6456
C -12.4063 4.4016 -8.7052
C -11.8381 5.7138 -8.1976
H -10.4853 7.8227 -10.7935
H -9.7731 7.9742 -12.2837
H -11.5529 7.7276 -12.1313
H -9.8676 5.5655 -12.7201
H -9.6638 5.5501 -10.9990
H -14.5491 2.1876 -12.5525
H -13.1554 1.4348 -11.8040
H -15.3126 0.8044 -10.6090
H -14.2830 1.6420 -9.5436
H -15.6862 2.5083 -10.2702
H -13.4402 4.5233 -9.0283
H -12.4925 3.7226 -7.8568
H -10.7745 5.5800 -8.0000
H -11.9235 6.4330 -9.0121
H -12.3259 6.1962 -7.3506
C -1.5653 2.6706 -7.9942
C -3.0566 2.7636 -8.3005
C -3.4540 4.0610 -9.0352
F -2.7238 4.3733 -10.1013
F -4.7110 3.9327 -9.4752
F -3.4633 1.7054 -9.0314
F -3.6875 2.6896 -7.1650
O -1.0936 3.8747 -7.3119
C 0.1577 3.7487 -6.6388
C 0.3832 4.9571 -5.6781
F 1.5461 4.9552 -5.0384
F 0.3302 6.1700 -6.2661
F 0.2019 2.6627 -5.8532
F 1.1700 3.5855 -7.5019
H -1.0644 2.6560 -8.9621
H -1.2651 1.7471 -7.4991
H -3.4553 4.9155 -8.3585
H -0.2278 4.9730 -4.7756
C -5.5400 7.3681 -13.3500
C -4.6151 6.7710 -14.4035
C -4.0258 5.4258 -13.8946
F -3.1029 4.8352 -14.7534
F -3.3875 5.4334 -12.7058
F -5.2370 6.4843 -15.5704
F -3.6632 7.5990 -14.7069
O -5.7546 8.7683 -13.5579
C -6.4042 9.5226 -12.5119
C -6.5024 10.9953 -12.9210
F -7.0351 11.1373 -14.1676
F -7.2841 11.7233 -12.1573
F -7.6013 8.9471 -12.2978
F -5.6926 9.3838 -11.4080
H -5.1939 7.1717 -12.3353
H -6.5062 6.8739 -13.4513
H -4.8554 4.7213 -13.8353
H -5.4758 11.3581 -12.8713
C -7.8069 5.1695 -8.5490
C -7.4872 4.2401 -7.3868
C -7.4509 2.7767 -7.8465
F -6.8066 1.9829 -6.9535
F -8.5788 2.1865 -8.2001
F -6.2058 4.5922 -6.9864
F -8.3172 4.2540 -6.3302
O -7.9417 6.4637 -8.1523
C -7.3556 7.4553 -8.9993
C -7.8482 8.8481 -8.5839
F -7.2894 9.8768 -9.1985
F -9.1334 9.0404 -8.7700
F -6.0119 7.4095 -8.9367
F -7.7523 7.2341 -10.2709
H -8.7513 4.8241 -8.9697
H -7.1486 5.1308 -9.4169
H -6.8025 2.7877 -8.7226
H -7.7102 9.0339 -7.5188
*
```

HOMO energy (eV): -4.342
Gap between HOMO and LUMO (eV): 6.447
LUMO level (eV): 2.1

Atomic partial charges in e from the Mulliken method, atoms 1 to 6: 0.865 0.157 -0.746 -0.593 -0.727 -1.550


2.
Entry from OMol25: a cluster of 5 separate species, C34H58F5O13P in total (ωB97M-V/def2-TZVPD).

The geometry in ORCA input format:
```
! RIJCOSX wB97M-V def2-TZVPD def2/J DEFGRID3
* xyz 0 1
C -8.1488 4.7670 -4.3966
O -7.2165 4.3742 -5.3842
C -7.0939 2.9762 -5.5592
C -6.0547 2.6859 -6.6368
C -4.7290 3.4718 -6.4852
C -3.4885 2.5782 -6.3758
C -3.2315 2.0315 -4.9533
C -3.5267 0.5255 -4.7511
C -2.4035 -0.2838 -4.0629
C -2.8905 -1.1393 -2.8977
C -1.8297 -2.0776 -2.3216
C -2.2698 -2.7063 -0.9873
C -1.5748 -4.0386 -0.7215
C -2.0087 -4.8456 0.5342
P -3.3648 -4.1158 1.5699
C -2.6334 -4.2151 3.2799
C -2.6754 -2.8533 4.0095
C -1.3529 -2.0618 3.9046
C -1.4765 -0.6863 3.2561
F -2.5058 -0.6185 2.3694
F -1.6948 0.2775 4.2037
C -0.2152 -0.2620 2.4757
F -0.2462 1.0202 2.1434
F 0.8831 -0.4810 3.2008
F -0.1081 -0.9736 1.3489
H -7.6259 5.2158 -3.5441
H -8.7282 3.9115 -4.0299
H -8.8320 5.5041 -4.8283
H -8.0693 2.5613 -5.8587
H -6.8103 2.4963 -4.6081
H -5.8404 1.6129 -6.5917
H -6.5105 2.8911 -7.6122
H -4.6128 4.1090 -7.3614
H -4.7993 4.1398 -5.6239
H -3.6094 1.7284 -7.0617
H -2.6140 3.1274 -6.7399
H -3.8419 2.6055 -4.2458
H -2.1922 2.2330 -4.6707
H -4.4356 0.4222 -4.1429
H -3.7618 0.0760 -5.7198
H -1.9349 -0.9523 -4.7962
H -1.6315 0.4073 -3.7082
H -3.7535 -1.7341 -3.2245
H -3.2517 -0.4894 -2.0880
H -0.9060 -1.5041 -2.1673
H -1.6142 -2.8753 -3.0417
H -3.3596 -2.8368 -0.9998
H -2.0329 -2.0093 -0.1767
H -0.4967 -3.8486 -0.6359
H -1.6909 -4.6833 -1.6007
H -2.3363 -5.8430 0.2261
H -1.1412 -5.0165 1.1805
H -4.1550 -5.2784 1.6675
H -1.6048 -4.5820 3.2266
H -3.2095 -4.9506 3.8491
H -3.4962 -2.2612 3.6036
H -2.9045 -3.0177 5.0669
H -0.9297 -1.8907 4.8966
H -0.6238 -2.6352 3.3243
C 3.8643 -1.5841 3.4189
C 4.8585 -2.5863 3.9407
C 4.3114 -3.6344 4.8905
O 5.4359 -3.9032 5.7422
C 6.2407 -2.8188 5.7319
O 7.1682 -2.6514 6.4574
O 5.8387 -1.9456 4.7863
H 4.3408 -0.8920 2.7254
H 3.0556 -2.0933 2.8953
H 3.4407 -1.0065 4.2413
H 5.4034 -3.0600 3.1202
H 3.9964 -4.5529 4.4035
H 3.4965 -3.2398 5.5027
C 6.6696 -1.3182 9.6380
C 6.2345 -2.4844 10.4829
C 4.7404 -2.7343 10.5363
O 4.5639 -3.2984 11.8396
C 5.5823 -2.8715 12.6268
O 5.6340 -3.0183 13.8024
O 6.5230 -2.2548 11.8769
H 7.7550 -1.2372 9.6178
H 6.3257 -1.4543 8.6131
H 6.2645 -0.3869 10.0363
H 6.7609 -3.3955 10.1866
H 4.3847 -3.4336 9.7841
H 4.1716 -1.8026 10.4774
C -5.4020 4.7587 -11.2725
C -4.2044 5.5004 -10.7387
C -3.0077 5.5748 -11.6670
O -1.9072 5.6089 -10.7514
C -2.2988 5.0223 -9.5958
O -1.5756 4.7354 -8.7007
O -3.6350 4.8065 -9.6129
H -6.2227 4.7799 -10.5570
H -5.7421 5.2188 -12.2008
H -5.1452 3.7169 -11.4662
H -4.4861 6.4995 -10.3949
H -2.9886 6.4618 -12.2943
H -2.9206 4.6796 -12.2878
C 9.5051 1.7185 4.5698
C 8.3300 1.7654 3.6291
C 7.3106 0.6576 3.7996
O 6.8048 0.4939 2.4680
C 7.7597 0.9089 1.6004
O 7.7265 0.7364 0.4273
O 8.7502 1.5426 2.2672
H 10.1713 2.5635 4.4031
H 9.1561 1.7517 5.6021
H 10.0729 0.8003 4.4191
H 7.8421 2.7437 3.6615
H 6.4944 0.9114 4.4705
H 7.7645 -0.2812 4.1216
*
```

SMILES: COCCCCCCCCCCCCPCCCC(F)(F)C(F)(F)F.C[C@@H]1COC(=O)O1.C[C@@H]1COC(=O)O1.C[C@@H]1COC(=O)O1.C[C@@H]1COC(=O)O1
HOMO energy (eV): -8.998
Gap between HOMO and LUMO (eV): 9.008
LUMO level (eV): 0.0

Atomic partial charges in e from the Mulliken method, atoms 1 to 6: -0.768 -0.300 -0.624 -0.608 -0.381 -0.591


3.
Entry from OMol25: a structure of composition C34H58N4O3PPt (ωB97M-V/def2-TZVPD).

The geometry in ORCA input format:
```
! RIJCOSX wB97M-V def2-TZVPD def2/J DEFGRID3
* xyz 1 1
Pt -0.7316 0.3366 -0.3495
C -0.2236 -2.5635 -6.7732
C 0.7781 -3.1152 -5.7500
C 0.8715 -4.6305 -5.9304
C 2.1635 -2.5148 -6.0198
C 0.3064 -2.7134 -4.3494
C 0.2688 -1.4016 -3.9941
C -0.1884 -1.0283 -2.7052
N -0.2734 0.2303 -2.2154
C -0.1481 1.4387 -2.8080
C -0.1750 1.6915 -4.2054
C 0.0164 2.9566 -4.6609
C 0.2793 3.9866 -3.6992
C 0.2938 3.8400 -2.3432
C -0.0337 2.5284 -1.8507
O -0.2060 2.2796 -0.5974
C 0.6148 5.0703 -1.4792
C -0.5448 6.0661 -1.5994
C 1.8979 5.7194 -2.0194
C 0.8587 4.7843 0.0057
C -0.0626 3.3390 -6.1340
C -1.2406 4.3051 -6.3236
C -0.2765 2.1197 -7.0288
C 1.2408 4.0266 -6.5602
C -0.5583 -2.0382 -1.7282
O -0.9233 -1.6756 -0.5412
C -0.4931 -3.4245 -2.1023
C -0.0949 -3.6912 -3.3809
C -0.7708 -4.5311 -1.0862
C 0.2680 -4.4438 0.0422
C -0.6561 -5.9131 -1.7301
C -2.1796 -4.4018 -0.4982
H 0.0589 -2.8733 -7.7794
H -0.2490 -1.4726 -6.7522
H -1.2322 -2.9284 -6.5753
H 1.2234 -4.8500 -6.9385
H -0.0960 -5.1199 -5.8137
H 1.5760 -5.0832 -5.2313
H 2.4893 -2.7810 -7.0256
H 2.9012 -2.8942 -5.3127
H 2.1610 -1.4273 -5.9552
H 0.6370 -0.6502 -4.6719
H -0.4122 0.8949 -4.8875
H 0.4682 4.9765 -4.0921
H -0.6916 6.3939 -2.6291
H -0.3406 6.9486 -0.9927
H -1.4798 5.6250 -1.2500
H 1.8101 6.0330 -3.0590
H 2.7435 5.0354 -1.9416
H 2.1273 6.6083 -1.4316
H -0.0358 4.4484 0.5185
H 1.1878 5.7134 0.4744
H 1.6366 4.0379 0.1592
H -2.1717 3.8590 -5.9735
H -1.3555 4.5510 -7.3797
H -1.0861 5.2378 -5.7814
H -1.2275 1.6248 -6.8259
H 0.5278 1.3905 -6.9189
H -0.2923 2.4361 -8.0716
H 1.4456 4.9271 -5.9835
H 1.1724 4.3211 -7.6078
H 2.0920 3.3545 -6.4529
H -0.0312 -4.7245 -3.6787
H 1.2788 -4.5546 -0.3521
H 0.0974 -5.2493 0.7570
H 0.2056 -3.4984 0.5774
H 0.3487 -6.1113 -2.1043
H -1.3650 -6.0470 -2.5491
H -0.8761 -6.6702 -0.9783
H -2.2647 -3.5214 0.1299
H -2.3946 -5.2769 0.1161
H -2.9364 -4.3509 -1.2836
C -4.1059 1.3441 4.1847
N -2.8285 1.0639 3.5465
C -1.6675 1.5032 4.3113
P -2.7570 0.7073 1.9501
O -1.2695 0.5215 1.6422
N -3.4027 1.8744 0.9743
C -2.6916 3.1533 1.0325
C -4.8444 2.0678 0.8514
N -3.7378 -0.5771 1.7153
C -3.6338 -1.7224 2.6206
C -4.1366 -0.9707 0.3634
H -4.2585 2.4206 4.3106
H -4.1314 0.8780 5.1717
H -4.9259 0.9377 3.5956
H -1.6907 2.5867 4.4620
H -0.7528 1.2325 3.7946
H -1.6727 1.0201 5.2903
H -1.6434 2.9994 1.2700
H -3.1412 3.8086 1.7868
H -2.7413 3.6506 0.0618
H -5.3870 1.1420 1.0272
H -5.0784 2.4197 -0.1540
H -5.1942 2.8181 1.5669
H -3.3320 -1.3995 3.6129
H -2.9068 -2.4482 2.2479
H -4.6091 -2.2067 2.6910
H -4.0777 -0.1251 -0.3190
H -5.1653 -1.3357 0.3858
H -3.4868 -1.7603 -0.0144
*
```

HOMO energy (alpha / beta) (eV): -10.406 / -10.369
Gap between HOMO and LUMO (alpha / beta) (eV): 5.710 / 5.653
LUMO level (alpha / beta) (eV): -4.7 / -4.7

Atomic partial charges in e from the Mulliken method, atoms 1 to 6: 1.294 -1.344 2.123 -2.310 -1.596 -1.344


4.
Entry from OMol25: a cluster of 9 separate species, C34H58O20S2 in total (ωB97M-V/def2-TZVPD).

The geometry in ORCA input format:
```
! RIJCOSX wB97M-V def2-TZVPD def2/J DEFGRID3
* xyz 1 2
O -1.2341 -2.3702 5.2859
C -0.5461 -1.3619 5.4217
O 0.4139 -1.3887 6.3639
C 1.1638 -0.1448 6.3781
C 0.1584 0.7575 5.6326
C -0.6766 -0.0578 4.7299
H 2.1453 -0.2882 5.9263
H 1.3079 0.1163 7.4265
H 0.6830 1.5790 5.1447
H -0.5673 1.1524 6.3435
H -0.2638 -0.2404 3.7377
H -1.7048 0.2894 4.6285
O 2.3930 3.1708 -1.7212
C 1.4739 3.1886 -2.5653
O 0.3338 3.7007 -2.2614
C -0.6432 3.6964 -3.3245
C -0.0671 2.7142 -4.3056
C 1.4412 2.6026 -3.9618
H -0.8838 4.6656 -3.7612
H -1.5753 3.2633 -2.9617
H -0.3953 3.0539 -5.2879
H -0.7529 1.8671 -4.2889
H 1.8863 3.2609 -4.7078
H 1.6299 1.5296 -3.9963
O -3.2628 1.4486 -2.5891
C -4.3499 0.9739 -2.3472
O -4.4519 0.0123 -1.4263
C -5.8018 -0.4139 -1.3924
C -6.5862 0.6865 -2.0687
C -5.6663 1.2790 -3.0776
H -6.1057 -0.5709 -0.3575
H -5.8988 -1.3784 -1.8909
H -6.8853 1.4196 -1.3196
H -7.3951 0.1421 -2.5560
H -5.8405 2.3533 -3.1374
H -5.7085 0.8275 -4.0688
O 1.9150 -1.0748 -5.1750
C 2.5466 -1.3251 -4.1721
O 2.4041 -2.4215 -3.4703
C 3.1256 -2.4837 -2.2608
C 4.1578 -1.3830 -2.4352
C 3.6247 -0.4543 -3.4846
H 3.4713 -3.4626 -1.9286
H 2.3268 -2.2505 -1.5568
H 5.0912 -1.7835 -2.8308
H 4.2610 -0.9350 -1.4468
H 4.3352 0.0136 -4.1659
H 3.0575 0.3428 -3.0039
O -4.5200 -1.2417 -4.8030
C -3.3325 -1.3275 -5.1001
O -2.4667 -0.2917 -5.2664
C -1.2216 -0.7494 -5.7091
C -1.1448 -2.2248 -5.3303
C -2.5654 -2.6244 -5.4637
H -0.4248 -0.1496 -5.2691
H -1.0817 -0.5679 -6.7747
H -0.7274 -2.3436 -4.3304
H -0.5793 -2.9427 -5.9245
H -2.9560 -3.3767 -4.7784
H -2.8373 -2.8667 -6.4910
O -0.0378 3.8233 2.3554
C -1.0352 3.8342 3.1179
O -1.6973 2.7273 3.5298
C -2.6837 3.1196 4.4265
C -2.0725 4.3915 4.9935
C -1.5539 4.9877 3.8100
H -2.9139 2.3417 5.1545
H -3.5711 3.2244 3.8022
H -1.2180 4.1714 5.6335
H -2.5975 5.2095 5.4869
H -0.7881 5.7356 4.0155
H -2.3888 5.4101 3.2508
O 2.9799 -5.6188 1.3764
C 2.0084 -4.9521 1.7197
O 1.8351 -4.5938 2.9796
C 0.6764 -3.7970 3.1717
C -0.2045 -4.3067 2.0678
C 0.7738 -4.5906 0.9081
H 0.7783 -2.7174 3.0612
H 0.3114 -4.0136 4.1757
H -0.9455 -3.5438 1.8290
H -0.6213 -5.2854 2.3054
H 0.9006 -3.7908 0.1784
H 0.5891 -5.5243 0.3770
O 6.6045 -1.1616 3.3744
S 5.1733 -0.8104 3.5873
O 4.6079 -0.8349 4.9043
O 4.8541 0.6089 2.7802
C 3.5734 1.1677 2.9645
C 3.4468 2.3804 2.0322
C 4.2539 -1.9158 2.4574
H 3.5428 1.5211 3.9951
H 2.7156 0.5042 2.8550
H 3.4620 2.1109 0.9761
H 4.3374 3.0005 2.1340
H 2.6330 3.0295 2.3555
H 4.6890 -2.9140 2.5070
H 4.3641 -1.4939 1.4584
H 3.1997 -1.9634 2.7303
O 0.5421 -1.3908 0.7850
S 1.1155 -0.2651 0.0507
O 2.5421 0.0917 0.1639
O 0.7584 -0.2845 -1.5870
C -0.5488 -0.2914 -1.9851
C -1.2040 -1.6136 -1.6860
C 0.2159 1.2546 0.5819
H -0.5832 -0.2386 -3.0733
H -1.1970 0.5345 -1.6919
H -1.2750 -1.7837 -0.6117
H -0.5071 -2.3593 -2.0686
H -2.1911 -1.5982 -2.1479
H -0.7958 1.3557 0.1892
H 0.6990 2.1087 0.1075
H 0.2216 1.3975 1.6625
*
```

HOMO energy (alpha / beta) (eV): -11.855 / -11.855
Gap between HOMO and LUMO (alpha / beta) (eV): 7.845 / 2.685
LUMO level (alpha / beta) (eV): -4.0 / -9.2

Atomic partial charges in e from the Mulliken method, atoms 1 to 6: -0.675 0.296 -0.373 -0.296 -0.239 0.856